# 1
A gas-phase ion, C4H12NO2 (charge +1) at a distorted geometry, computed with the ωB97M-V functional and the def2-TZVPD basis.

```
! wB97M-V def2-TZVPD RIJCOSX def2/J DEFGRID3
* xyz 1 1
O 1.531 1.221 0.577
O -0.209 0.067 1.768
N -0.333 0.236 -0.587
C -1.069 1.521 -0.590
C -1.308 -0.953 -0.638
C 0.708 0.113 0.557
C 1.309 -1.261 0.442
H -2.022 -0.670 -1.303
H 0.584 -2.048 0.777
H 0.391 0.121 2.515
H 2.343 -1.293 0.810
H 2.296 1.208 0.017
H -1.261 2.074 -1.544
H -1.790 -0.952 0.240
H 1.503 -1.428 -0.571
H -0.655 -1.729 -0.924
H -0.458 2.164 -0.072
H -1.926 1.272 -0.105
H 0.366 0.338 -1.368
*
```

Its energy above the lowest of the compared OMol25 structures with the same formula, charge and spin is 255.8 kJ/mol. For the highest occupied orbital energy, the calculation gives -15.64 eV. The frontier orbital gap is 12.25 eV. As for the SMILES: C[NH+](C)C(C)(O)O. As for the total energy: -364.5378 Eh. The LUMO energy is -3.39 eV.


# 2
7 unconnected molecules or ions with the total composition C51H79F22N2O20 at a distorted geometry, computed with the ωB97M-V functional and the def2-TZVPD basis.

```
! wB97M-V def2-TZVPD RIJCOSX def2/J DEFGRID3
* xyz 1 1
F 3.274 -1.757 -4.686
F 3.146 2.884 5.717
F 3.551 -1.827 -7.770
F 3.741 -2.562 -0.957
F 1.492 -2.113 -5.830
F 1.474 -4.741 -4.453
F 5.713 -2.802 -5.367
F 6.556 -2.808 -7.338
F 4.467 -3.747 -8.197
F 4.077 -3.720 -3.128
F 2.928 3.726 7.682
F 2.059 -3.966 0.269
F 2.307 -1.468 -2.159
F 5.598 -1.056 -6.607
F 3.886 -4.625 -5.677
F 0.772 2.390 7.119
F 2.259 -4.135 -7.020
F 1.929 1.200 8.536
F 2.546 -4.962 -2.252
F 0.435 -3.662 -1.170
F 4.230 2.053 7.401
F 0.764 -2.884 -3.610
O -7.318 1.081 -10.231
O -0.615 6.303 0.490
O 4.817 5.023 -3.509
O -3.939 -0.714 -2.468
O 3.468 -2.374 11.425
O -3.200 -1.281 -4.533
O -5.059 -0.207 -4.365
O 4.981 2.975 -2.576
O -9.292 0.124 -4.439
O 6.793 0.457 2.267
O -5.864 0.362 -8.801
O 5.247 3.343 -4.792
O 5.568 1.655 0.792
O 5.547 2.250 2.866
O -8.041 -0.124 -8.462
O 4.399 -3.991 10.143
O 4.556 -1.937 9.495
O -10.047 1.034 -2.632
O -11.411 -0.340 -3.806
O -1.550 5.704 2.441
N -1.605 -0.173 3.875
N 2.429 3.072 1.898
C 0.628 -1.115 4.780
C 6.052 1.367 1.997
C -0.557 -1.254 3.793
C -11.179 0.058 -0.700
C 2.503 -2.728 -5.192
C 5.557 -2.379 -6.608
C -2.071 -1.936 -3.938
C 1.796 2.030 1.564
C -4.058 -0.734 -3.669
C 2.574 -2.680 -1.630
C 5.011 3.708 -3.535
C 1.489 -3.057 -0.568
C 0.753 6.448 2.445
C 1.921 0.451 6.284
C 6.054 0.818 -0.265
C -8.668 1.149 -10.704
C 4.155 1.169 -4.977
C -6.113 0.370 -3.579
C 7.361 2.665 4.467
C -5.512 -1.869 -7.862
C -1.499 2.284 3.198
C 1.211 1.016 2.527
C 4.078 -2.737 10.453
C -9.449 -0.770 -5.551
C 2.788 -3.749 -2.757
C 1.026 -1.835 0.222
C -1.211 -2.631 4.071
C 3.090 2.599 7.026
C -1.140 3.296 2.089
C -7.160 0.386 -9.110
C 0.869 -2.081 1.736
C -2.445 -3.310 -3.418
C -0.101 0.364 2.032
C 0.537 0.068 5.764
C 4.244 -0.551 9.679
C -5.550 -0.379 -7.608
C 1.901 1.636 7.253
C 4.190 -2.866 -7.226
C 5.458 1.936 -4.987
C 2.476 -5.310 10.874
C 1.867 -3.544 -4.015
C -0.503 6.161 1.668
C -10.356 0.214 -3.642
C 3.942 -4.991 11.071
C -11.088 1.224 -1.660
C 5.981 2.094 4.226
C 4.497 5.552 -2.218
C -0.231 -1.170 2.286
C -2.117 4.486 1.969
C 3.233 -3.608 -6.254
C -1.410 0.847 2.713
H 2.508 3.150 2.917
H 5.933 1.040 4.505
H -5.179 -2.391 -6.965
H -3.020 4.318 2.561
H -1.148 -1.438 1.737
H -0.112 -0.203 6.607
H 5.473 1.080 -1.143
H 7.403 3.705 4.142
H -6.664 -0.411 -3.058
H -4.826 -2.098 -8.679
H -1.332 -2.018 -4.731
H -8.662 1.852 -11.532
H -10.344 -0.534 -6.122
H -1.650 -1.309 -3.152
H 0.098 0.950 5.291
H -9.490 -1.800 -5.199
H 1.094 1.482 3.510
H 1.958 0.223 2.649
H -5.714 1.088 -2.867
H 0.725 -2.029 5.369
H 4.555 -5.866 10.865
H -1.561 -3.833 -3.056
H 4.506 6.633 -2.325
H 2.181 -6.137 11.520
H 0.614 -3.116 1.964
H 1.727 -1.008 0.075
H 0.720 5.937 3.411
H -0.199 0.530 0.956
H -9.335 1.505 -9.923
H 4.148 -4.668 12.090
H -11.908 0.271 0.083
H -6.776 0.872 -4.277
H 1.815 -1.816 2.220
H 3.180 -0.394 9.546
H -1.724 -2.634 5.037
H 5.948 1.851 -5.955
H 4.337 0.131 -5.220
H 8.115 2.109 3.912
H 0.071 -1.484 -0.183
H -2.476 -0.660 3.647
H 0.830 7.518 2.651
H 5.246 2.632 4.815
H -8.993 0.172 -11.055
H -6.257 -0.125 -6.820
H 1.624 6.105 1.886
H -0.135 3.671 2.284
H 5.235 5.248 -1.479
H 3.679 1.225 -3.998
H -4.569 -0.025 -7.297
H 3.464 1.589 -5.710
H -0.426 -3.388 4.079
H -10.816 2.136 -1.131
H -2.202 0.567 2.015
H 3.506 5.223 -1.911
H -2.903 -3.902 -4.211
H -8.578 -0.632 -6.184
H -2.435 4.596 0.929
H -2.521 2.464 3.554
H 4.802 -0.013 8.919
H -11.485 -0.850 -1.217
H -1.131 2.784 1.122
H -6.496 -2.246 -8.138
H 1.665 1.863 0.489
H 4.549 -0.209 10.665
H -0.851 2.386 4.077
H 7.109 1.019 -0.447
H 6.147 1.561 -4.230
H -12.036 1.399 -2.167
H 1.567 -1.018 4.231
H 7.608 2.617 5.528
H 1.854 -4.448 11.113
H 5.913 -0.234 -0.022
H -1.796 0.225 4.796
H 2.352 -0.397 6.827
H 2.592 0.671 5.452
H -10.209 -0.129 -0.235
H -1.910 -2.885 3.267
H 2.284 -5.591 9.837
H -3.161 -3.235 -2.601
*
```

For the highest occupied orbital energy, the calculation gives -12.02 eV. The frontier orbital gap is 9.08 eV. As for the total energy: -5801.9627 Eh. The LUMO energy is -2.94 eV.


# 3
A molecular structure, C4H10N2OS at a distorted geometry, computed with the ωB97M-V functional and the def2-TZVPD basis.

```
! wB97M-V def2-TZVPD RIJCOSX def2/J DEFGRID3
* xyz 1 2
S 3.698 0.513 -0.723
O -3.218 0.794 1.118
N 1.482 -1.310 0.426
N -2.008 -0.783 -0.106
C -3.088 -0.216 0.285
C 0.397 -1.032 -0.445
C -0.558 1.325 0.011
C -0.776 -0.164 0.260
H -0.160 -1.906 -0.776
H -1.060 1.648 -0.901
H -2.800 0.059 1.654
H 0.763 -0.599 -1.382
H -0.538 -0.370 1.318
H 2.076 -2.085 0.101
H -0.950 1.923 0.829
H 0.505 1.563 -0.113
H 2.145 -0.487 0.295
H -3.940 -0.394 -0.354
*
```

Its energy above the lowest of the compared OMol25 structures with the same formula, charge and spin is 565.1 kJ/mol. For the highest occupied orbital energy (spin up / spin down), the calculation gives -13.97 / -14.08 eV. The frontier orbital gap (spin up / spin down) is 5.37 / 7.00 eV. As for the total energy: -740.8287 Eh. The LUMO energy (spin up / spin down) is -8.60 / -7.08 eV.


# 4
A molecular structure, C14H23ClI2N2O2PRu at a distorted geometry, computed with the ωB97M-V functional and the def2-TZVPD basis.

```
! wB97M-V def2-TZVPD RIJCOSX def2/J DEFGRID3
* xyz 2 6
I -4.862 -0.907 -5.322
I -4.593 1.537 -4.703
Ru -0.379 -0.440 -2.561
Cl 1.935 -0.298 -2.240
P -0.050 -0.171 -4.695
O 1.165 2.016 2.186
O -3.338 -0.513 -2.189
N -0.598 -0.718 -0.389
N 0.737 0.730 4.039
C 2.972 1.688 4.655
C -2.205 -0.437 -2.474
C 0.819 -0.657 4.542
C 0.862 1.381 -5.039
C -1.549 -1.528 0.113
C 0.135 0.028 0.465
C -2.005 -1.395 1.434
C 1.474 1.720 4.852
C 0.127 -0.798 5.888
C -1.395 -0.119 -5.905
C -1.329 -0.546 2.300
C 1.023 -1.506 -5.337
C -0.178 0.096 1.831
C 0.649 1.010 2.678
H 0.457 -2.446 -5.291
H 0.682 -0.268 6.658
H 1.910 -1.592 -4.702
H 1.755 1.423 -4.401
H 1.080 2.706 4.583
H 0.960 0.575 0.008
H -1.686 -0.377 3.322
H 3.442 2.439 5.291
H 1.319 -1.321 -6.378
H -2.041 0.746 -5.698
H -2.890 -1.951 1.740
H -1.033 -0.064 -6.944
H -0.895 -0.413 5.856
H 1.149 1.455 -6.097
H 1.888 -0.930 4.656
H 3.224 1.920 3.620
H 0.202 2.221 -4.789
H 0.082 -1.854 6.161
H 0.385 -1.348 3.814
H 3.366 0.704 4.925
H 1.220 1.491 5.887
H -2.009 -1.023 -5.785
H -1.984 -2.265 -0.564
*
```

Its energy above the lowest of the compared OMol25 structures with the same formula, charge and spin is 97.7 kJ/mol. For the highest occupied orbital energy (spin up / spin down), the calculation gives -10.97 / -13.29 eV. The frontier orbital gap (spin up / spin down) is 3.98 / 2.72 eV. As for the total energy: -2298.4021 Eh. The LUMO energy (spin up / spin down) is -6.98 / -10.58 eV.